C33H61N3O7P | ωB97M-V/def2-TZVPD

Last columns: bonded neighbours and bond lengths (Å).
Atoms and positions in Å:
1 C 2.3399 1.9481 1.6591  C2 1.351, H36 1.084, H37 1.086
2 C 2.4168 3.1905 1.1346  C1 1.351, C3 1.499, H38 1.087
3 C 1.4612 4.2789 1.5201  C2 1.499, O4 1.197, O5 1.350
4 O 1.8235 5.3621 1.8772  C3 1.197
5 O 0.1675 3.9337 1.3511  C3 1.350, C6 1.441
6 C -0.7224 4.5546 2.2991  O5 1.441, C7 1.545, H39 1.090, H40 1.084
7 C -2.1870 4.5416 1.8071  C6 1.545, C8 1.542, H41 1.090, H42 1.086
8 C -2.3598 4.1933 0.3151  C7 1.542, C9 1.536, H43 1.092, H44 1.089
9 C -2.7474 2.7334 0.0377  C8 1.536, C10 1.531, H45 1.089, H46 1.091
10 C -1.9104 1.6755 0.7609  C9 1.531, C11 1.536, H47 1.089, H48 1.090
11 C -0.6975 1.1772 -0.0398  C10 1.536, C12 1.512, H49 1.089, H50 1.082
12 C -1.0433 0.0528 -0.9892  C11 1.512, C13 1.391, N30 1.368
13 C -1.3668 -1.2030 -0.4853  C12 1.391, C14 1.510, C22 1.411
14 C -1.3607 -1.5037 0.9944  C13 1.510, C15 1.549, H51 1.089, H52 1.085
15 C -2.7480 -1.8090 1.6117  C14 1.549, C16 1.550, H53 1.084, H54 1.089
16 C -2.5736 -2.6502 2.9013  C15 1.550, C17 1.528, H55 1.093, H56 1.090
17 C -2.7518 -1.8272 4.1768  C16 1.528, C18 1.520, H57 1.092, H58 1.090
18 C -1.7964 -0.6464 4.2332  C17 1.520, O19 1.415, H59 1.097, H60 1.097
19 O -1.8858 -0.0705 5.5224  C18 1.415, C20 1.423
20 C -1.5976 1.3230 5.4972  O19 1.423, C21 1.538, H61 1.096, H62 1.086
21 C -0.1281 1.5990 5.1382  C20 1.538, H63 1.088, H64 1.091, H65 1.088
22 C -1.6765 -2.2305 -1.4016  C13 1.411, C23 1.505, C24 1.412
23 C -1.9811 -3.6057 -0.8727  C22 1.505, H66 1.089, H67 1.089, H68 1.083
24 C -1.6668 -1.9850 -2.7925  C22 1.412, P25 1.862, C28 1.393
25 P -2.1011 -3.4483 -3.8589  C24 1.862, C26 1.851, O27 1.647
26 C -3.8327 -3.8308 -3.3278  P25 1.851, H69 1.088, H70 1.087, H71 1.089
27 O -2.3046 -3.0056 -5.4322  P25 1.647, H72 0.967
28 C -1.3139 -0.7130 -3.2366  C24 1.393, C29 1.505, N30 1.364
29 C -1.2458 -0.4162 -4.7105  C28 1.505, H73 1.082, H74 1.093, H75 1.076
30 N -1.0266 0.2735 -2.3397  C12 1.368, C28 1.364, N31 1.406
31 N -0.6622 1.5696 -2.7454  N30 1.406, C32 1.472, C33 1.432
32 C -1.6938 2.3439 -3.4549  N31 1.472, H76 1.090, H77 1.087, H78 1.088
33 C 0.6752 1.6722 -3.2470  N31 1.432, C34 1.503, O35 1.193
34 C 1.3733 2.9528 -2.8836  C33 1.503, H79 1.093, H80 1.081, H81 1.092
35 O 1.2173 0.8035 -3.8600  C33 1.193
36 H 2.3644 1.0890 0.9989  C1 1.084
37 H 2.2448 1.8437 2.7356  C1 1.086
38 H 3.1753 3.4805 0.4125  C2 1.087
39 H -0.6774 3.9561 3.2088  C6 1.090
40 H -0.4509 5.5831 2.5063  C6 1.084
41 H -2.7610 3.8020 2.3649  C7 1.090
42 H -2.6357 5.5186 1.9581  C7 1.086
43 H -3.1983 4.7907 -0.0482  C8 1.092
44 H -1.5046 4.4792 -0.2954  C8 1.089
45 H -3.8075 2.5642 0.2206  C9 1.089
46 H -2.5990 2.5712 -1.0312  C9 1.091
47 H -2.5651 0.8266 0.9499  C10 1.089
48 H -1.5523 1.9931 1.7403  C10 1.090
49 H 0.0102 0.7409 0.6637  C11 1.089
50 H -0.1698 1.9802 -0.5372  C11 1.082
51 H -0.7121 -2.3680 1.1285  C14 1.089
52 H -0.9202 -0.7032 1.5789  C14 1.085
53 H -3.4328 -2.2764 0.9140  C15 1.084
54 H -3.1536 -0.8506 1.9329  C15 1.089
55 H -1.5796 -3.1019 2.9459  C16 1.093
56 H -3.2772 -3.4811 2.8606  C16 1.090
57 H -2.4846 -2.4671 5.0205  C17 1.092
58 H -3.7903 -1.5343 4.3292  C17 1.090
59 H -0.7695 -1.0098 4.1037  C18 1.097
60 H -2.0633 0.0815 3.4571  C18 1.097
61 H -2.2799 1.7935 4.7797  C20 1.096
62 H -1.8073 1.7049 6.4919  C20 1.086
63 H 0.2477 2.3850 5.7895  C21 1.088
64 H -0.0034 1.9022 4.0979  C21 1.091
65 H 0.4574 0.6972 5.3074  C21 1.088
66 H -3.0517 -3.6632 -0.6832  C23 1.089
67 H -1.7569 -4.3700 -1.6154  C23 1.089
68 H -1.4235 -3.8421 0.0250  C23 1.083
69 H -4.4401 -4.0526 -4.2031  C26 1.088
70 H -3.8099 -4.7276 -2.7146  C26 1.087
71 H -4.2747 -3.0343 -2.7303  C26 1.089
72 H -3.2003 -2.6667 -5.5634  O27 0.967
73 H -0.7218 -1.2054 -5.2328  C29 1.082
74 H -2.2766 -0.4098 -5.0725  C29 1.093
75 H -0.8407 0.5572 -4.9252  C29 1.076
76 H -1.3512 2.5875 -4.4603  C32 1.090
77 H -1.9855 3.2524 -2.9333  C32 1.087
78 H -2.5882 1.7387 -3.5837  C32 1.088
79 H 1.3901 2.9914 -1.7917  C34 1.093
80 H 2.3701 2.9781 -3.3012  C34 1.081
81 H 0.7541 3.7972 -3.1924  C34 1.092
82 C 1.9695 -1.7553 0.9984  O83 1.413, H91 1.090, H92 1.095, H93 1.096
83 O 2.1179 -2.1866 -0.3385  C82 1.413, C84 1.425
84 C 2.3403 -1.1281 -1.2664  O83 1.425, C85 1.512, H94 1.098, H95 1.096
85 C 3.7440 -1.1795 -1.8251  C84 1.512, N86 1.457, H96 1.094, H97 1.098
86 N 4.7215 -0.8199 -0.8059  C85 1.457, C87 1.463, H98 1.012
87 C 6.1116 -1.0606 -1.1934  N86 1.463, C88 1.525, H99 1.092, H100 1.094
88 C 6.5452 -2.5030 -1.4317  C87 1.525, O89 1.414, H101 1.093, H102 1.097
89 O 6.5445 -3.3066 -0.2678  C88 1.414, C90 1.414
90 C 5.3112 -3.9184 0.0535  O89 1.414, H103 1.093, H104 1.095, H105 1.090
91 H 1.6814 -2.6201 1.5955  C82 1.090
92 H 2.9043 -1.3532 1.4021  C82 1.095
93 H 1.1845 -0.9958 1.0830  C82 1.096
94 H 2.1333 -0.1479 -0.8172  C84 1.098
95 H 1.6356 -1.2741 -2.0927  C84 1.096
96 H 3.8220 -0.4765 -2.6594  C85 1.094
97 H 3.9088 -2.1930 -2.2139  C85 1.098
98 H 4.5316 -1.3535 0.0325  N86 1.012
99 H 6.7364 -0.6578 -0.3932  C87 1.092
100 H 6.3311 -0.4729 -2.0899  C87 1.094
101 H 7.5840 -2.4730 -1.7691  C88 1.093
102 H 5.9768 -2.9868 -2.2355  C88 1.097
103 H 4.7239 -4.1506 -0.8392  C90 1.093
104 H 4.7203 -3.2931 0.7309  C90 1.095
105 H 5.5294 -4.8494 0.5764  C90 1.090

Properties
HOMO-LUMO gap   7.32 eV
Highest occupied orbital energy   -10.602 eV
Max |F|   1.886 eV/Å
Charge   +1
DFT total energy   -63291.99174 eV

Results of the Löwdin charge analysis, in e, for atoms 1 through 4:
1 C 0.05
2 C -0.04
3 C -0.50
4 O 0.14